1.
{"formula": "C39H40AsN3O2Sc", "method": "ωB97M-V/def2-TZVPD", "symbols": ["C", "C", "H", "As", "O", "H", "H", "C", "H", "C", "C", "H", "H", "H", "C", "C", "H", "H", "O", "H", "H", "C", "H", "C", "C", "C", "C", "H", "H", "H", "C", "H", "C", "H", "C", "C", "N", "H", "H", "C", "H", "H", "H", "H", "Sc", "H", "C", "H", "C", "H", "H", "H", "N", "C", "C", "H", "C", "H", "H", "H", "C", "H", "C", "C", "H", "C", "N", "H", "H", "H", "C", "C", "H", "H", "H", "C", "C", "C", "C", "C", "C", "C", "C", "C", "C", "C"], "positions_angstrom": [[-1.390478, -3.879378, -4.059323], [2.111823, 1.457769, 2.560301], [-0.917915, 0.494763, -3.999488], [-0.037725, -1.843161, -0.003680], [0.081577, 3.204089, -0.155283], [-2.715999, -2.901939, -1.110131], [-1.651459, 3.406384, 1.621839], [0.215243, 2.434146, -2.913916], [-4.067344, 1.875648, -1.522023], [1.989642, 5.695810, -2.844932], [-2.365432, -4.466310, 2.371985], [-2.866031, -5.418343, 2.260362], [-2.524886, 2.722196, -1.638415], [3.217770, -5.356039, 1.581186], [-2.977335, 1.735400, -1.516417], [-1.048214, -2.687905, 1.420971], [2.728076, -1.045039, -0.777758], [-3.381187, -3.841724, -3.266521], [1.730486, 0.934460, 0.273187], [-0.540365, -1.095986, 2.773327], [-1.690304, -4.301984, -5.008078], [-0.614186, -2.805022, -1.601471], [-2.903368, -4.249409, 4.432953], [-1.147569, 0.508487, -2.927891], [-1.063663, -2.038927, 2.652941], [-1.629509, 1.617526, 2.801169], [4.842034, 1.463239, 2.031112], [-4.178678, -0.152599, -0.133035], [-4.101551, 1.622791, 1.252634], [-3.050055, 3.216574, 2.655677], [0.714118, 1.547127, 2.926942], [2.227400, 7.007970, -1.161771], [4.397281, 1.707646, 3.330974], [4.296479, 1.033582, -0.003533], [1.194832, 5.233703, -0.605191], [-3.093846, -0.114356, 0.032538], [-0.308823, 1.477770, -2.235613], [4.951912, -2.092333, -0.574931], [-1.666653, -4.450172, 0.351136], [3.043824, 1.710738, 3.580210], [2.676832, 1.916061, 4.578095], [5.200658, -4.245468, 0.611575], [0.994434, -4.337676, 1.356369], [1.560854, 4.202613, -4.311085], [-0.130198, 1.277770, -0.031077], [-0.922952, -0.490274, -2.543402], [0.693591, 3.993818, -1.019609], [5.902583, 1.473691, 1.818371], [0.838200, 3.620114, -2.375496], [-3.207673, -0.085195, -2.673684], [-1.489753, 1.958287, 3.833206], [-2.614176, -0.798507, -0.667144], [-0.324501, 1.351084, 2.196466], [-1.955622, -3.079837, -1.862513], [1.477289, 4.493269, -3.270928], [5.102514, 1.902654, 4.124501], [-2.635639, 0.843603, -2.708820], [0.146710, 2.390377, -4.007410], [0.692560, -3.816942, -4.562037], [-1.726978, -2.088307, 4.689452], [1.837573, 6.058521, -1.503744], [-3.635040, 3.020879, 0.308765], [-2.339010, -3.618659, -3.082448], [1.856428, -3.839962, 0.927907], [2.489882, 6.356334, -3.537475], [4.224299, -3.790714, 0.512092], [-2.581707, 1.253261, -0.160837], [-2.879424, -0.459050, 1.043969], [1.078636, 5.513784, 0.432469], [-3.012166, 1.387157, -3.579242], [0.333362, -3.075178, -2.586568], [-3.237316, 2.158176, 0.844535], [-2.196427, 0.681848, 2.844281], [0.552324, 1.852528, 3.967296], [1.382487, -2.880609, -2.404601], [3.110954, -4.416552, 1.055668], [4.085203, -2.583692, -0.153209], [-1.694562, -3.912937, 1.288922], [-2.375396, 2.674093, 1.989669], [-2.385559, -3.810497, 3.592196], [2.576690, 1.195048, 1.252008], [2.833018, -1.994541, -0.273357], [-0.054457, -3.608612, -3.808504], [-1.727624, -2.597031, 3.735003], [3.952795, 1.212639, 1.006068], [1.716381, -2.624551, 0.262227]], "atomic_forces_ev_per_a": [[0.00, -0.01, -0.02], [-0.06, 0.07, 0.06], [-0.05, -0.02, 0.06], [-0.06, 0.04, -0.04], [-0.12, 0.32, -0.06], [0.04, 0.01, -0.01], [-0.03, -0.04, 0.00], [0.01, 0.05, 0.00], [0.06, -0.02, 0.00], [-0.02, -0.06, -0.04], [0.00, -0.02, -0.06], [-0.01, -0.03, 0.00], [-0.01, -0.05, -0.03], [0.01, -0.02, 0.00], [-0.04, 0.04, 0.05], [0.01, -0.09, -0.02], [0.00, 0.09, -0.03], [-0.03, -0.01, 0.00], [0.48, -0.11, 0.20], [0.00, -0.05, -0.02], [-0.01, -0.01, -0.03], [0.07, 0.01, -0.01], [-0.03, -0.01, 0.04], [0.07, -0.09, -0.04], [0.00, 0.07, 0.02], [0.04, -0.05, 0.10], [-0.03, -0.01, -0.05], [0.04, -0.01, 0.02], [0.02, 0.04, -0.01], [-0.01, -0.01, -0.01], [0.17, 0.02, 0.06], [0.01, 0.03, 0.01], [-0.10, 0.00, 0.03], [-0.01, -0.01, -0.02], [0.06, -0.01, -0.11], [-0.01, -0.07, -0.01], [-0.01, -0.03, -0.08], [0.02, 0.01, 0.00], [0.00, -0.01, -0.04], [0.11, 0.00, -0.05], [0.00, 0.01, 0.04], [0.02, 0.00, 0.00], [0.03, 0.03, -0.03], [0.01, 0.00, -0.03], [-0.46, 0.10, -0.21], [-0.03, 0.11, -0.03], [-0.01, -0.15, 0.08], [0.03, 0.00, 0.00], [-0.06, -0.02, -0.08], [-0.01, 0.00, 0.00], [-0.05, 0.00, -0.07], [-0.04, 0.06, 0.04], [0.06, -0.03, 0.00], [-0.05, 0.02, 0.05], [0.04, 0.07, 0.06], [0.03, 0.01, 0.03], [-0.06, 0.01, -0.05], [0.00, 0.01, 0.06], [0.02, -0.01, -0.02], [0.00, 0.01, 0.03], [-0.01, -0.01, 0.04], [0.04, 0.01, 0.03], [-0.03, 0.00, 0.00], [0.05, 0.03, 0.04], [0.01, 0.02, -0.01], [0.02, -0.03, 0.02], [0.10, -0.02, 0.04], [-0.01, 0.00, -0.03], [-0.02, 0.00, 0.02], [0.03, 0.01, 0.02], [-0.05, -0.04, -0.02], [-0.05, -0.06, -0.07], [-0.01, 0.03, 0.01], [0.00, -0.08, -0.04], [0.02, 0.01, 0.02], [-0.04, 0.00, 0.01], [-0.02, 0.06, -0.01], [0.00, 0.02, 0.05], [-0.03, 0.09, 0.01], [0.01, 0.03, 0.02], [-0.08, -0.08, -0.06], [0.04, -0.06, 0.00], [0.03, 0.02, 0.05], [0.00, 0.00, -0.01], [0.02, -0.01, 0.10], [-0.10, -0.10, 0.03]], "orbital_gap_ev": 7.94, "energy_ev": -131196.234, "homo_ev": -10.52, "total_charge": 1}


2.
{"formula": "C39H40BaN3O2Se2", "method": "ωB97M-V/def2-TZVPD", "symbols": ["H", "H", "H", "H", "H", "C", "C", "Se", "H", "C", "C", "C", "C", "C", "C", "C", "H", "H", "H", "C", "C", "N", "C", "O", "H", "C", "H", "H", "N", "H", "C", "H", "O", "H", "H", "Ba", "H", "H", "C", "C", "C", "C", "H", "H", "H", "H", "H", "H", "C", "H", "H", "H", "C", "C", "C", "H", "C", "H", "H", "C", "H", "C", "C", "C", "Se", "H", "H", "H", "C", "H", "H", "H", "C", "C", "C", "C", "H", "H", "C", "C", "N", "H", "C", "C", "C", "C", "C"], "positions_angstrom": [[-1.184198, -0.824381, -5.254943], [2.189538, 5.905971, -3.134125], [2.223118, -1.399745, 5.555234], [-1.151131, -5.281659, 2.613519], [0.820007, -4.933020, -0.816875], [-2.090500, -2.224126, -1.328376], [-1.677315, 3.119446, 1.353907], [2.828646, 1.923709, -1.604172], [0.041114, 2.589090, 7.108944], [-1.126812, -3.209839, -1.131299], [-1.925049, -1.319909, -2.371166], [-0.901696, 3.480510, 5.442256], [2.009188, -6.223718, 1.843259], [6.305352, -1.272462, 1.869280], [-0.113966, -5.201052, 2.309014], [0.416324, -3.962561, 1.978931], [-0.764551, 3.430974, -4.350540], [-2.659296, -0.533536, -2.520306], [0.268833, -7.311622, 2.481381], [-0.659614, -0.434499, -4.376883], [-0.001334, -3.287269, -1.938486], [0.615208, 0.319868, 3.162507], [-1.958018, 4.376260, 3.365854], [-0.007070, 3.925839, -4.707701], [-0.391084, 4.339079, -0.814479], [1.743765, -3.834187, 1.580431], [1.137146, -5.006816, -2.555791], [6.162406, -2.400496, 3.691509], [-0.943527, 2.199130, 1.953455], [-1.056000, 0.553096, -4.145336], [2.537630, -4.976247, 1.532316], [-2.784876, 4.962793, 1.478246], [1.026759, 6.483970, -1.504456], [-3.670463, -1.114569, -0.365940], [-1.232184, -3.905227, -0.304801], [0.608955, 0.454325, -0.143081], [-1.085286, 4.845514, -2.329583], [0.451809, 6.081221, -3.473022], [5.645306, -0.879050, 0.710095], [0.359424, 1.419245, 5.296041], [1.182174, 5.747791, -2.731650], [-0.170651, 2.532048, 6.047466], [1.106030, 2.493641, -3.682038], [1.337306, 0.462487, 6.959306], [3.863935, -3.186783, 3.238096], [-1.865530, 2.975477, 0.287385], [-0.195156, -3.066438, 1.982250], [3.573325, -4.890022, 1.221482], [3.690033, -2.137617, 1.372622], [-4.112598, -2.763473, -0.799878], [-3.059480, -2.476878, 0.583043], [3.814224, -0.965825, -0.407846], [0.979803, 4.255160, -2.477572], [-2.204140, 4.236594, 2.031031], [2.109574, 3.787918, -1.521041], [1.723541, -1.387607, 3.112307], [1.075863, 3.569885, -3.840642], [2.982417, 4.419024, -1.684203], [7.314650, -0.930630, 2.063303], [0.681308, -6.340799, 2.235144], [1.789173, 3.990710, -0.499020], [1.133260, 0.413262, 5.895136], [5.658994, -2.098939, 2.780060], [1.621126, -0.607741, 5.130607], [-1.396446, 2.368034, -2.128400], [1.208228, 7.408205, -1.694393], [2.003318, 3.858565, -4.342110], [1.031645, -2.396980, -3.595548], [-0.814249, -1.383283, -3.215901], [6.129027, -0.220237, 0.000094], [2.633647, -7.106482, 1.773632], [-1.292059, 4.320981, 6.004787], [4.349190, -1.307589, 0.470133], [4.362446, -2.534969, 2.526570], [1.050988, -4.334845, -1.697860], [-0.439932, 4.094487, -1.877023], [2.027724, -3.872565, -1.536822], [-2.342418, 5.223588, 3.923476], [-3.297099, -2.137984, -0.427250], [-0.696243, 2.340796, 3.274106], [1.459167, -1.642776, 0.574253], [0.391392, -0.310076, -4.643498], [2.229605, -2.470290, 1.118489], [0.145044, -2.359895, -2.968593], [-1.187821, 3.406143, 4.030173], [1.335618, -0.606480, 3.753986], [0.116987, 1.322758, 3.921532]], "atomic_forces_ev_per_a": [[0.01, 0.00, 0.02], [0.03, 0.01, 0.00], [0.00, 0.00, -0.02], [0.01, 0.00, 0.00], [-0.02, 0.00, -0.01], [-0.02, 0.03, 0.03], [-0.03, 0.04, 0.15], [0.31, 0.39, -0.18], [0.01, -0.03, -0.01], [-0.03, 0.00, 0.04], [0.05, 0.13, -0.04], [-0.18, 0.19, -0.31], [-0.05, 0.04, 0.01], [-0.06, -0.05, 0.02], [0.07, 0.00, -0.02], [-0.07, -0.03, 0.00], [-0.04, 0.03, -0.04], [0.02, -0.01, -0.02], [0.00, 0.00, -0.01], [0.03, -0.08, -0.04], [0.02, 0.02, -0.01], [-0.04, 0.10, -0.03], [-0.02, 0.08, 0.09], [0.15, -0.10, 0.13], [0.00, -0.04, 0.01], [0.03, 0.14, 0.07], [0.00, 0.02, 0.00], [-0.01, -0.01, -0.01], [-0.05, 0.25, -0.21], [-0.03, -0.03, 0.03], [0.06, -0.04, -0.02], [0.01, -0.01, 0.01], [0.04, -0.02, -0.15], [0.02, -0.01, -0.01], [-0.01, 0.00, -0.03], [-1.28, 1.23, -0.12], [-0.04, 0.00, -0.03], [-0.04, 0.04, -0.02], [-0.03, -0.03, 0.04], [-0.10, 0.23, 0.22], [0.02, 0.09, 0.17], [0.21, -0.35, -0.02], [0.00, -0.04, -0.01], [-0.01, 0.01, -0.01], [0.02, 0.03, -0.01], [0.02, -0.02, 0.09], [0.01, -0.02, 0.01], [-0.03, -0.01, 0.01], [-0.04, -0.10, -0.06], [0.01, 0.00, -0.01], [0.01, 0.00, -0.02], [0.02, -0.02, -0.01], [-0.03, -0.14, 0.10], [0.01, -0.07, -0.16], [-0.10, -0.09, -0.02], [-0.04, 0.05, 0.05], [-0.12, 0.04, -0.10], [0.04, -0.02, -0.04], [0.00, 0.00, 0.01], [0.03, 0.06, -0.01], [0.02, -0.04, 0.03], [0.04, -0.01, 0.17], [-0.02, 0.03, -0.06], [-0.01, -0.02, -0.11], [0.11, 0.09, 0.10], [-0.02, -0.04, 0.01], [0.00, 0.02, -0.03], [-0.02, -0.01, 0.01], [0.08, 0.07, 0.00], [0.00, 0.00, 0.00], [0.00, 0.00, 0.01], [-0.01, 0.00, -0.03], [0.06, 0.11, 0.02], [0.02, -0.05, 0.01], [0.02, 0.00, -0.02], [0.08, -0.08, -0.02], [-0.03, 0.01, 0.00], [0.00, -0.02, -0.01], [0.01, 0.00, 0.01], [0.17, -0.37, -0.19], [0.76, -1.50, 0.56], [-0.01, -0.03, 0.02], [-0.04, 0.01, -0.13], [0.00, -0.06, -0.02], [-0.02, 0.12, 0.33], [0.06, -0.02, 0.07], [0.02, -0.04, -0.21]], "orbital_gap_ev": 5.75, "energy_ev": -181048.170, "homo_ev": -3.81, "total_charge": -1}